Record 1
53
Properties=species:S:1:pos:R:3 method="wB97M-V/def2-TZVPD" de_lowest_kj_mol=65.2 homo_energy_ev=-5.39 e_tot_ha=-2547.37750 fmax_ev_per_a=1.30 total_charge=-1 molar_mass_g_mol=752.38 gap_ev=7.26
Pt 0.272 0.159 0.044
O 2.753 4.743 4.832
C 2.967 3.519 4.839
O 3.673 2.812 5.580
C 2.258 2.739 3.716
C 2.603 2.946 2.381
C 1.999 2.206 1.390
N 1.068 1.279 1.649
C 0.696 1.084 2.931
C 1.262 1.796 3.967
C -0.376 0.007 3.164
O -1.073 0.066 4.177
O -0.425 -0.836 2.229
H 3.341 3.693 2.124
H 2.254 2.339 0.344
H 0.938 1.591 4.978
F -5.492 0.467 -3.269
C -4.206 0.247 -2.950
C -3.868 -0.761 -2.061
F -4.829 -1.507 -1.512
C -2.540 -0.999 -1.754
F -2.246 -1.972 -0.886
C -1.502 -0.218 -2.286
O -0.250 -0.384 -1.949
C -1.880 0.781 -3.197
F -0.945 1.586 -3.713
C -3.202 1.009 -3.525
F -3.526 1.991 -4.379
N -4.385 2.851 -0.579
N -3.494 1.911 -0.072
N -3.846 1.044 0.850
C -2.700 0.419 1.072
N -1.730 0.921 0.292
N -2.256 1.886 -0.432
H -5.245 2.340 -0.761
H -3.996 3.134 -1.475
H -2.533 -0.378 1.778
C 1.265 -2.877 -1.276
O 2.207 -1.810 -1.448
P 2.256 -0.598 -0.411
O 3.232 0.399 -1.166
C 2.783 1.138 -2.314
O 3.205 -1.068 0.747
C 2.876 -1.219 2.147
H 1.091 -3.302 -2.261
H 0.321 -2.505 -0.872
H 1.690 -3.634 -0.616
H 3.543 1.890 -2.502
H 1.817 1.601 -2.116
H 2.692 0.470 -3.171
H 3.279 -0.368 2.692
H 3.359 -2.136 2.472
H 1.796 -1.296 2.270

=====

Record 2
41
Properties=species:S:1:pos:R:3 method="wB97M-V/def2-TZVPD" homo_energy_ev=-8.53 e_tot_ha=-1640.11940 fmax_ev_per_a=15.25 total_charge=0 molar_mass_g_mol=378.38 gap_ev=7.87
C -6.011 -0.105 -0.466
H -6.558 0.506 -1.166
H -5.776 -1.001 -1.027
H -6.422 -0.259 0.425
O -4.788 0.392 -0.641
C -3.903 -0.152 0.256
O -4.107 -1.243 0.947
C -2.611 0.681 0.066
C -1.426 0.214 0.558
N -1.074 -1.135 1.131
S -0.593 -1.944 -0.068
O -0.685 -3.362 0.371
O -1.221 -2.061 -1.420
C 1.174 -1.526 -0.230
C 2.057 -1.951 0.587
C 3.303 -1.519 0.738
C 3.795 -0.879 -0.434
C 2.782 -0.467 -1.398
C 1.625 -0.751 -1.431
H 0.748 -0.589 -1.998
H 3.095 0.173 -2.412
O 4.882 -0.133 -0.532
C 5.982 -0.321 0.354
H 6.816 0.119 0.103
H 5.691 0.176 1.013
H 6.287 -1.477 0.423
H 4.090 -1.925 1.386
H 1.781 -2.373 1.518
H -2.048 -1.554 1.598
C -0.392 1.192 0.518
C 0.940 1.490 0.706
C 1.493 2.539 0.280
C 0.877 3.655 -0.199
C -0.518 3.369 -0.522
C -1.166 2.239 -0.156
N -2.391 2.139 -0.260
H -3.152 2.490 -0.863
H -1.040 4.324 -0.700
H 1.373 4.557 -0.447
F 2.721 2.868 0.782
H 1.562 0.529 1.421

=====

Record 3
42
Properties=species:S:1:pos:R:3 method="wB97M-V/def2-TZVPD" de_lowest_kj_mol=1505.5 homo_energy_ev=-8.93 e_tot_ha=-1715.22137 fmax_ev_per_a=19.38 total_charge=0 molar_mass_g_mol=394.38 gap_ev=8.44
C 5.243 -1.157 3.571
C 3.838 -1.004 3.934
O 3.428 -0.268 4.671
O 3.139 -1.951 3.446
C 1.885 -1.782 3.677
C 0.985 -1.541 2.610
C 1.064 -0.299 2.136
N 0.520 -0.116 0.720
C 0.732 0.756 -0.277
O 1.188 1.907 -0.334
C -0.248 -0.265 -1.166
N -1.212 0.424 -1.853
C -1.442 0.529 -3.249
O -0.937 -0.469 -3.850
C -2.587 1.138 -3.824
C -2.667 1.503 -4.957
C -3.668 2.365 -5.662
C -4.767 2.594 -4.838
C -4.891 2.115 -3.727
C -3.894 1.446 -2.911
H -3.810 1.175 -1.996
H -5.792 2.362 -2.858
F -5.810 3.134 -5.471
H -3.706 2.426 -6.580
H -1.618 0.994 -5.848
H -1.869 1.288 -1.435
H 0.405 -0.403 -1.935
C -0.530 -1.079 -0.013
H -1.540 -0.857 0.578
S -0.003 -2.607 0.128
C 0.118 -2.803 1.876
H 0.637 -3.670 2.125
H -0.962 -2.668 2.275
C 2.151 0.736 2.444
O 3.233 0.780 2.019
O 1.482 1.180 3.362
H 2.365 1.944 3.633
H 1.258 -2.929 4.324
H 1.560 -1.238 4.567
H 5.524 -2.349 3.402
H 5.270 -0.437 2.727
H 5.923 -0.906 4.557

=====

What did the second record say?
41
Properties=species:S:1:pos:R:3 method="wB97M-V/def2-TZVPD" homo_energy_ev=-8.53 e_tot_ha=-1640.11940 fmax_ev_per_a=15.25 total_charge=0 molar_mass_g_mol=378.38 gap_ev=7.87
C -6.011 -0.105 -0.466
H -6.558 0.506 -1.166
H -5.776 -1.001 -1.027
H -6.422 -0.259 0.425
O -4.788 0.392 -0.641
C -3.903 -0.152 0.256
O -4.107 -1.243 0.947
C -2.611 0.681 0.066
C -1.426 0.214 0.558
N -1.074 -1.135 1.131
S -0.593 -1.944 -0.068
O -0.685 -3.362 0.371
O -1.221 -2.061 -1.420
C 1.174 -1.526 -0.230
C 2.057 -1.951 0.587
C 3.303 -1.519 0.738
C 3.795 -0.879 -0.434
C 2.782 -0.467 -1.398
C 1.625 -0.751 -1.431
H 0.748 -0.589 -1.998
H 3.095 0.173 -2.412
O 4.882 -0.133 -0.532
C 5.982 -0.321 0.354
H 6.816 0.119 0.103
H 5.691 0.176 1.013
H 6.287 -1.477 0.423
H 4.090 -1.925 1.386
H 1.781 -2.373 1.518
H -2.048 -1.554 1.598
C -0.392 1.192 0.518
C 0.940 1.490 0.706
C 1.493 2.539 0.280
C 0.877 3.655 -0.199
C -0.518 3.369 -0.522
C -1.166 2.239 -0.156
N -2.391 2.139 -0.260
H -3.152 2.490 -0.863
H -1.040 4.324 -0.700
H 1.373 4.557 -0.447
F 2.721 2.868 0.782
H 1.562 0.529 1.421